126
Properties=species:S:1:pos:R:3:forces:R:3:lowdin_charge:R:1 method="wB97M-V/def2-TZVPD" e_lumo_ev=0.523 smiles=CC1(C)CCCC(C)(C)N1O.CC1(C)CCCC(C)(C)N1O.CC1(C)CCCC(C)(C)N1O.CCO.CCO.CCO.CCO relative_energy_kj_mol=641.1
C -6.383 -1.993 -2.080 -1.211 -0.452 1.378 -0.037
C -5.719 -2.104 -3.422 -0.011 -3.732 -0.777 -0.493
C -6.852 -2.105 -4.522 1.503 -0.801 0.323 -0.011
C -5.033 -3.516 -3.599 -2.691 0.206 -0.046 -0.145
C -3.798 -3.722 -2.845 -0.300 1.375 1.678 -0.197
C -2.848 -2.619 -3.164 3.777 -2.039 -0.942 -0.139
C -3.358 -1.241 -3.038 -1.009 2.242 0.734 -0.496
C -3.407 -0.666 -1.610 -0.282 -3.718 0.874 -0.008
C -2.387 -0.267 -3.678 0.980 -0.090 -2.046 -0.039
N -4.677 -1.172 -3.630 0.937 -3.824 -1.425 -0.178
O -5.192 -0.022 -3.918 -1.179 5.284 -0.932 0.020
H -7.392 -2.484 -2.060 0.976 0.135 -0.037 0.100
H -6.616 -0.965 -1.807 0.148 0.340 0.120 0.078
H -5.765 -2.427 -1.270 -0.378 0.225 -0.345 0.072
H -6.438 -2.314 -5.508 0.161 -0.572 0.036 0.086
H -7.165 -1.130 -4.673 -1.282 1.995 0.107 0.043
H -7.690 -2.786 -4.277 0.635 0.380 -0.071 0.098
H -5.715 -4.289 -3.279 -0.731 -0.202 0.316 0.120
H -5.052 -3.657 -4.657 1.022 -0.105 -0.878 0.105
H -4.107 -3.710 -1.796 0.169 0.270 0.291 0.095
H -3.423 -4.695 -2.935 0.922 -1.372 -0.643 0.106
H -1.843 -2.688 -2.622 -1.412 0.054 -0.089 0.130
H -2.463 -2.898 -4.212 -0.809 1.079 0.902 0.158
H -2.420 -0.730 -1.199 0.603 -0.014 0.519 0.061
H -4.105 -1.229 -0.944 0.648 0.480 -0.632 0.056
H -3.678 0.322 -1.647 -0.851 2.441 -0.054 0.062
H -1.382 -0.685 -3.468 -0.331 0.556 -0.035 0.082
H -2.456 0.757 -3.317 -0.067 -0.141 0.233 0.066
H -2.451 -0.165 -4.791 -0.181 -0.471 0.734 0.111
H -5.894 0.187 -3.282 0.134 0.346 0.367 0.104
C 2.264 1.423 2.153 1.058 -0.726 3.861 0.003
C 3.782 1.591 2.550 -2.356 0.614 0.157 -0.446
C 4.317 2.910 1.910 0.088 -0.836 -0.806 -0.024
C 4.482 0.379 1.979 1.172 -0.014 1.155 -0.143
C 4.345 -0.850 2.869 -0.391 -1.339 -1.836 -0.189
C 4.922 -0.594 4.229 0.292 -1.059 0.325 -0.147
C 4.230 0.571 4.932 0.325 1.412 1.271 -0.458
C 2.889 0.115 5.554 0.476 1.659 1.296 -0.026
C 5.237 1.092 6.045 -2.619 2.708 -1.872 -0.021
N 3.944 1.696 4.006 4.717 -7.135 -4.087 -0.215
O 3.469 2.750 4.498 -3.573 6.126 3.123 0.014
H 2.263 1.251 1.153 -0.552 -1.005 -2.949 0.005
H 1.684 2.283 2.330 -0.625 1.332 0.383 0.059
H 1.823 0.622 2.819 0.348 0.532 -1.235 0.093
H 3.784 3.880 2.094 0.174 -1.094 -0.416 0.101
H 4.535 2.708 0.837 -0.860 0.472 0.380 0.090
H 5.315 2.988 2.250 1.271 0.473 0.871 0.070
H 4.246 0.185 0.956 -0.744 -0.046 -0.722 0.100
H 5.536 0.598 1.941 0.794 0.180 0.066 0.117
H 3.294 -1.145 2.934 -0.196 0.287 0.297 0.086
H 4.736 -1.765 2.303 0.171 1.183 0.969 0.138
H 4.842 -1.547 4.818 -0.200 0.999 -0.097 0.139
H 6.006 -0.415 4.198 -0.181 0.182 -0.334 0.119
H 2.245 1.005 5.839 1.080 -0.746 0.128 0.104
H 3.087 -0.517 6.464 -0.662 0.193 -1.143 0.106
H 2.324 -0.254 4.735 -0.575 -1.410 -0.297 0.019
H 6.172 1.471 5.596 -0.646 0.211 0.367 0.094
H 5.429 0.391 6.729 1.189 -3.560 2.126 0.016
H 4.665 1.760 6.759 0.852 0.363 -1.338 0.102
H 3.804 3.502 3.986 0.290 -0.008 0.552 0.104
C 0.746 5.338 -2.167 -1.546 0.945 -0.500 -0.029
C 0.953 4.401 -0.956 0.701 -0.789 -1.105 -0.445
C 0.493 5.084 0.338 -0.213 -1.265 0.644 -0.027
C 2.465 4.036 -0.793 -1.066 0.903 3.315 -0.184
C 3.032 3.204 -1.849 0.586 0.947 -3.005 -0.217
C 2.290 1.888 -1.818 -0.461 0.027 1.697 -0.125
C 0.706 1.993 -1.941 1.118 0.773 -1.076 -0.449
C 0.389 2.105 -3.495 -1.150 -0.823 1.408 -0.005
C 0.061 0.780 -1.300 -2.261 0.267 -2.607 -0.025
N 0.175 3.155 -1.260 9.860 -0.242 2.676 -0.240
O -1.062 3.316 -1.283 -8.061 1.143 -0.079 0.013
H 1.575 5.629 -2.809 0.322 -0.976 -0.134 0.078
H 0.408 6.344 -1.907 -0.212 0.023 0.551 0.073
H -0.124 4.936 -2.768 1.170 0.454 0.057 0.095
H 1.197 5.862 0.580 0.402 0.365 0.096 0.075
H 0.532 4.311 1.144 -0.151 0.649 -0.412 0.095
H -0.493 5.567 0.353 0.072 -0.385 -0.344 0.085
H 3.001 4.913 -0.376 -0.009 0.126 -1.297 0.130
H 2.577 3.442 0.155 -0.713 0.034 -0.769 0.085
H 3.018 3.758 -2.939 0.009 -1.432 2.538 0.164
H 4.065 2.931 -1.617 0.143 0.458 -0.290 0.106
H 2.662 1.352 -2.654 0.054 -1.109 -0.738 0.090
H 2.711 1.373 -0.845 -1.356 0.649 -1.721 0.131
H 0.677 1.132 -3.921 -0.075 0.457 -0.377 0.067
H 0.938 2.952 -3.934 -0.333 -0.429 0.021 0.076
H -0.748 2.202 -3.573 1.606 0.132 -0.234 0.090
H 0.344 -0.084 -1.897 0.470 -0.562 0.671 0.067
H -1.052 0.808 -1.530 1.234 0.264 0.498 0.079
H 0.152 0.787 -0.245 0.590 -0.412 0.973 0.078
H -1.219 4.233 -1.544 -0.666 0.060 -0.581 0.100
C 1.343 -2.111 0.971 -1.080 0.031 -1.162 -0.054
C 0.070 -2.367 0.140 -1.000 0.079 2.474 -0.332
O 0.289 -2.694 -1.163 1.027 -0.546 -1.906 -0.076
H 1.940 -2.959 1.112 0.906 -1.641 -0.310 0.069
H 1.001 -1.925 1.926 -0.670 0.775 2.225 0.014
H 2.010 -1.303 0.704 -0.234 0.423 -0.481 0.055
H -0.610 -1.525 0.189 0.144 1.067 0.022 0.074
H -0.641 -3.100 0.656 1.472 0.049 -0.694 0.131
H 1.136 -2.276 -1.419 -0.940 -0.526 0.123 0.023
C -3.646 -3.256 1.161 0.680 2.909 -1.185 -0.045
C -3.857 -1.754 1.549 0.691 -0.920 0.805 -0.281
O -4.491 -1.792 2.810 -0.363 0.294 1.345 -0.103
H -3.002 -3.713 1.860 0.893 -0.539 0.714 0.053
H -3.199 -3.201 0.169 0.267 -0.580 -0.059 0.050
H -4.550 -3.809 1.111 -1.042 -0.207 0.018 0.067
H -4.593 -1.268 0.947 0.134 0.288 -1.201 0.081
H -2.914 -1.100 1.663 -1.078 -1.218 -0.699 0.139
H -5.183 -1.129 2.775 -0.125 0.011 0.449 0.099
C -0.385 -1.119 4.168 1.204 -1.898 0.241 -0.085
C -1.591 -1.847 4.781 0.493 2.160 0.714 -0.280
O -2.625 -0.868 4.781 -1.112 -0.154 -0.083 -0.105
H -0.494 -0.990 3.111 -0.400 -0.106 -0.771 0.041
H 0.551 -1.684 4.310 -0.219 -0.173 -0.117 0.069
H -0.117 -0.142 4.506 -0.582 0.727 0.964 0.060
H -1.423 -2.357 5.761 0.009 1.105 -0.275 0.122
H -1.960 -2.623 4.203 -0.104 -1.778 -1.636 0.070
H -3.244 -1.087 4.036 0.532 0.096 1.078 0.050
C 3.048 -1.590 -2.092 -0.645 0.515 0.971 -0.094
C 2.326 -1.859 -3.390 1.321 -2.481 -0.005 -0.297
O 3.301 -2.097 -4.400 0.815 -0.424 -0.314 -0.085
H 2.392 -1.155 -1.337 -0.003 -0.053 0.106 0.034
H 3.800 -0.855 -2.182 0.890 1.049 -0.543 0.064
H 3.574 -2.441 -1.633 -0.529 -0.204 -0.429 0.105
H 1.597 -1.191 -3.801 -0.086 0.957 0.204 0.104
H 1.819 -2.816 -3.263 -0.599 -0.006 0.058 0.109
H 3.899 -2.815 -4.086 -0.738 0.842 -0.372 0.103

148
Properties=species:S:1:pos:R:3:forces:R:3:lowdin_charge:R:1 method="wB97M-V/def2-TZVPD" e_lumo_ev=0.479
C 4.529 -27.465 12.722 -0.110 0.944 0.708 -0.078
C 5.276 -27.947 11.544 0.671 1.168 -1.039 -0.255
O 4.691 -27.501 10.302 -0.222 0.477 -0.222 -0.171
P 4.260 -28.483 9.133 1.311 1.548 1.079 0.302
O 3.856 -29.740 9.685 -1.120 -2.621 0.381 -0.198
O 3.196 -27.659 8.353 0.630 0.795 -0.986 -0.183
C 1.803 -27.839 8.466 -0.576 -1.017 0.249 -0.245
C 1.290 -28.831 7.398 -0.424 0.728 1.100 -0.055
O 5.521 -28.507 8.197 -0.201 0.298 0.356 -0.158
C 5.475 -29.324 7.007 2.070 -0.781 1.602 -0.264
C 5.154 -28.510 5.872 -1.398 1.842 -0.654 -0.093
H 3.523 -27.767 12.856 -1.072 -0.869 -0.463 0.069
H 5.034 -27.809 13.600 0.533 -0.211 0.678 0.075
H 4.462 -26.391 12.803 0.357 0.532 -0.220 0.078
H 6.273 -27.485 11.518 -0.114 -0.319 0.273 0.128
H 5.374 -29.000 11.580 0.029 -1.142 -0.279 0.102
H 1.620 -28.261 9.460 -0.300 0.142 -0.064 0.117
H 1.324 -26.845 8.396 0.285 -0.555 -0.119 0.114
H 1.647 -29.870 7.537 0.045 0.727 -0.041 0.091
H 0.207 -28.805 7.592 0.076 -0.316 -0.540 0.084
H 1.506 -28.422 6.413 -0.028 -0.287 -0.050 0.033
H 6.498 -29.660 6.890 0.276 -0.300 0.126 0.115
H 4.894 -30.213 7.192 -0.628 -0.180 -0.073 0.124
H 4.104 -28.203 5.917 0.288 0.383 -0.233 0.070
H 5.822 -27.638 5.777 -0.422 -0.245 0.208 0.095
H 5.292 -29.093 5.018 0.144 -0.931 -1.655 0.049
C 0.461 -25.938 5.830 -0.076 -1.375 -0.566 -0.085
C 0.053 -24.819 4.982 0.060 2.241 -1.283 -0.257
O -0.091 -25.238 3.590 0.306 -0.791 0.589 -0.194
P -0.778 -24.386 2.485 0.073 0.873 1.888 0.338
O -0.884 -25.138 1.260 0.164 -0.421 -1.807 -0.200
O -2.189 -23.973 3.065 -1.011 0.120 0.227 -0.190
C -3.433 -24.779 2.837 0.739 1.794 -1.613 -0.224
C -3.507 -25.940 3.729 0.767 -0.840 0.464 -0.081
O 0.112 -23.039 2.590 -0.503 -1.330 -0.465 -0.176
C -0.136 -21.929 1.733 -2.595 0.004 0.196 -0.283
C -0.103 -20.691 2.570 0.274 2.854 -1.141 -0.075
H 0.625 -25.506 6.799 0.000 -0.217 0.500 0.048
H -0.349 -26.693 5.814 0.517 0.068 0.315 0.096
H 1.410 -26.368 5.438 -0.534 0.198 0.348 0.079
H -0.852 -24.278 5.266 -0.265 -0.540 0.231 0.125
H 0.793 -24.023 4.992 0.238 -0.228 -0.144 0.085
H -4.248 -24.040 2.942 0.417 -0.411 0.168 0.126
H -3.387 -25.084 1.788 -0.108 0.050 0.074 0.111
H -4.450 -26.474 3.652 -0.075 -0.001 -0.117 0.087
H -2.669 -26.616 3.510 -0.319 -0.055 -0.039 0.087
H -3.360 -25.610 4.736 -0.123 0.113 0.841 0.075
H 0.455 -21.952 0.849 1.250 0.100 -0.328 0.111
H -1.154 -21.997 1.289 0.241 -0.237 0.469 0.122
H -0.575 -19.791 1.983 0.807 -1.683 1.026 0.117
H -0.596 -20.745 3.533 -0.411 -0.467 -0.073 0.076
H 0.920 -20.372 2.801 -0.014 -0.123 -0.097 0.055
C 0.869 -20.902 9.573 1.073 -0.462 1.139 -0.083
C 0.996 -20.665 8.100 -1.308 0.270 -0.273 -0.298
O 2.186 -21.224 7.576 0.730 -0.236 -0.173 -0.165
P 2.302 -22.716 7.052 -2.051 0.363 -0.573 0.379
O 1.032 -23.464 7.192 0.827 0.467 0.255 -0.229
O 2.693 -22.571 5.514 -0.480 -0.711 0.373 -0.175
C 3.992 -22.115 5.141 0.927 -1.169 0.380 -0.284
C 3.835 -21.017 4.187 -0.682 1.462 -0.832 -0.069
O 3.549 -23.232 7.800 0.954 -0.728 0.268 -0.170
C 3.875 -24.685 7.619 1.062 1.371 1.029 -0.178
C 5.385 -24.853 7.825 -0.209 0.158 -1.364 -0.036
H 1.858 -20.615 10.012 -0.865 -0.447 0.093 0.095
H 0.091 -20.332 10.067 -0.138 0.566 -0.227 0.068
H 0.591 -21.951 9.833 0.665 0.543 -0.461 0.090
H 0.092 -21.064 7.635 0.257 -0.228 -0.457 0.112
H 1.039 -19.610 7.821 0.070 0.008 0.326 0.121
H 4.465 -21.780 6.061 0.551 0.041 -0.127 0.116
H 4.596 -22.937 4.687 -0.594 0.287 0.529 0.109
H 3.018 -21.201 3.482 0.424 -0.502 -0.312 0.069
H 3.432 -20.161 4.719 0.322 0.498 0.165 0.080
H 4.767 -20.765 3.671 -0.251 -0.024 0.090 0.091
H 3.350 -25.146 8.434 -0.259 -0.511 0.074 0.104
H 3.518 -24.981 6.665 -0.182 -0.528 -0.868 0.071
H 5.626 -25.918 7.712 -0.075 0.165 0.299 0.062
H 6.016 -24.317 7.060 -0.861 -0.279 0.709 0.086
H 5.617 -24.497 8.817 0.330 -0.021 0.279 0.076
C -1.453 -27.096 -4.439 1.741 0.785 -0.502 -0.041
O -0.622 -27.492 -3.349 0.304 -0.365 0.673 -0.024
C -0.113 -26.534 -2.541 -1.066 1.445 -1.722 -0.602
O -0.374 -25.344 -2.623 0.182 -1.348 0.180 0.111
O 0.745 -27.094 -1.735 -0.134 -0.326 0.661 0.014
C 1.303 -26.213 -0.754 2.254 -1.584 -0.119 -0.015
H -0.759 -26.727 -5.255 -1.044 -0.117 0.763 0.117
H -2.132 -26.337 -4.094 -0.333 0.382 -0.206 0.085
H -1.956 -27.974 -4.792 -0.273 -0.417 0.012 0.081
H 0.641 -25.866 -0.017 -1.362 0.807 0.329 0.046
H 1.928 -25.488 -1.247 -0.161 0.675 -0.105 0.099
H 1.999 -26.867 -0.218 0.019 0.011 -0.112 0.074
C 1.242 -28.393 3.528 -1.260 -0.902 0.547 -0.008
O 1.051 -29.320 2.439 -0.322 -0.315 0.400 0.046
C 1.971 -29.359 1.509 0.705 1.067 -1.325 -0.630
O 2.944 -28.647 1.384 0.444 0.543 0.856 0.082
O 1.674 -30.239 0.587 -0.993 -1.182 -0.328 0.014
C 2.198 -30.156 -0.753 -0.371 -0.973 0.060 0.003
H 2.251 -28.451 3.862 0.736 0.131 0.447 0.083
H 0.507 -28.678 4.319 0.796 -0.137 -0.640 0.109
H 0.957 -27.405 3.252 0.030 0.780 -0.535 0.061
H 1.994 -31.188 -1.119 0.019 1.001 -0.165 0.112
H 3.263 -29.985 -0.832 0.162 0.068 0.500 0.054
H 1.681 -29.371 -1.315 -0.090 -0.284 0.110 0.094
C 5.422 -28.449 -1.286 0.118 -0.694 -0.760 -0.040
O 4.905 -27.147 -1.540 0.629 0.584 0.325 0.021
C 5.672 -26.099 -1.217 2.793 -0.708 2.245 -0.568
O 6.819 -26.139 -0.698 -2.980 -0.031 -1.737 0.050
O 4.977 -25.009 -1.408 -0.800 0.044 -0.561 0.001
C 5.625 -23.752 -1.345 -0.110 1.151 -0.795 -0.027
H 6.498 -28.529 -1.243 0.348 0.626 0.435 0.093
H 5.178 -29.012 -2.173 -0.418 -0.312 -0.275 0.094
H 4.951 -28.927 -0.434 -0.048 0.411 0.306 0.063
H 6.016 -23.540 -0.358 0.202 -0.096 0.148 0.084
H 4.855 -22.994 -1.605 0.363 -0.642 0.325 0.109
H 6.393 -23.674 -2.132 -0.049 -0.193 0.514 0.109
C 9.743 -28.220 2.467 0.322 -1.020 0.895 -0.013
O 9.159 -28.813 3.653 -0.271 -0.168 -0.572 -0.015
C 8.166 -29.694 3.512 -0.805 0.108 1.394 -0.570
O 7.665 -30.167 4.515 0.210 0.007 -1.575 0.117
O 7.767 -29.895 2.232 1.397 1.432 0.850 -0.024
C 6.611 -30.656 2.068 -0.777 -0.609 -0.048 -0.045
H 10.146 -29.059 1.892 -0.087 0.490 -0.394 0.100
H 10.569 -27.656 2.902 -0.208 0.318 -0.490 0.100
H 8.986 -27.644 1.947 0.243 0.188 -0.241 0.090
H 6.301 -30.591 1.028 0.072 0.159 0.048 0.093
H 5.812 -30.372 2.741 -0.148 0.375 0.046 0.093
H 6.868 -31.659 2.308 -0.037 -1.157 0.062 0.091
C 8.986 -23.958 1.049 0.178 1.219 -2.434 -0.076
O 8.761 -24.461 2.329 -0.463 0.320 1.131 -0.012
C 7.807 -23.793 3.018 0.367 -0.327 1.280 -0.603
O 7.107 -22.912 2.605 0.146 -0.263 -0.307 0.123
O 7.728 -24.177 4.311 0.735 -0.600 0.115 -0.023
C 8.531 -25.281 4.958 -0.942 2.486 -0.520 0.045
H 8.292 -24.376 0.307 -0.055 0.067 0.382 0.074
H 9.972 -24.227 0.717 0.512 -0.593 0.249 0.085
H 8.996 -22.843 0.922 -0.472 -0.869 0.785 0.117
H 8.336 -26.146 4.417 0.070 -1.667 -0.963 0.044
H 8.044 -25.345 5.907 -0.117 -0.081 0.623 0.075
H 9.587 -25.051 5.083 -0.079 0.185 -0.347 0.100
C 2.994 -25.478 2.137 -1.540 0.766 1.266 -0.239
S 4.329 -25.482 3.287 0.371 1.437 0.745 0.844
O 3.886 -25.994 4.626 -0.068 -0.434 -0.579 -0.524
C 5.427 -26.627 2.495 0.872 0.547 0.404 -0.223
H 3.415 -25.044 1.265 0.308 -0.060 -1.235 0.041
H 2.295 -24.690 2.521 0.486 -0.708 -0.133 0.062
H 2.439 -26.412 2.032 0.491 0.094 -0.226 0.036
H 5.866 -26.187 1.604 -0.411 0.194 -0.382 0.044
H 4.927 -27.541 2.293 -0.204 -1.078 -0.131 0.030
H 6.296 -26.687 3.158 -0.282 -0.499 0.234 0.046